(1)
Entry from the Open Molecules 2025 dataset: C38H32ClIN5NiO3 as an isolated structure (wB97M-V/def2-TZVPD).

Output
Relative energy (zero: lowest compared OMol25 entry of this formula, charge and spin), kcal per mole: 4.81
Highest occupied orbital energy, eV: -4.261

```
! wB97M-V def2-TZVPD RIJCOSX def2/J DEFGRID3
* xyz -1 1
Ni -0.0380 0.9203 0.1840
C 0.1278 -0.2565 -3.3378
C 1.3306 0.6326 -3.1986
C 2.4852 0.3868 -3.9346
C 3.5557 1.2627 -3.8754
C 3.4577 2.4132 -3.1058
C 2.3212 2.6850 -2.3536
C 2.2150 3.9538 -1.5585
C 1.2750 1.7522 -2.3667
N 0.1766 1.8969 -1.4813
C -0.6873 2.9000 -1.6727
O -0.7868 3.6865 -2.6141
C -1.5949 3.0465 -0.4675
C -2.6311 3.9476 -0.3035
C -3.3098 3.9502 0.9102
C -2.9532 3.0677 1.9261
C -1.9119 2.1912 1.6860
N -1.2784 2.2211 0.5206
C -1.3750 1.1249 2.6207
O -1.8305 1.0116 3.7587
N -0.4161 0.4156 2.0122
C 0.2756 -0.5760 2.7580
C -0.1561 -1.9044 2.7280
C -1.4799 -2.2722 2.1150
C 0.6285 -2.8823 3.3318
C 1.8027 -2.5457 3.9833
C 2.1799 -1.2139 4.0704
C 1.4224 -0.2125 3.4747
C 1.7958 1.2342 3.6254
H 0.4091 -1.2481 -3.6983
H -0.5786 0.1821 -4.0489
H -0.3980 -0.3495 -2.3892
H 2.5383 -0.5009 -4.5560
H 4.4602 1.0584 -4.4355
H 4.2846 3.1137 -3.0728
H 3.1690 4.4820 -1.5597
H 1.9500 3.7290 -0.5280
H 1.4504 4.6063 -1.9883
H -2.8738 4.6196 -1.1145
H -4.1240 4.6469 1.0676
H -3.4542 3.0392 2.8835
H -1.7650 -1.5736 1.3317
H -2.2647 -2.2346 2.8759
H -1.4562 -3.2825 1.7015
H 0.3078 -3.9179 3.2877
H 2.4177 -3.3162 4.4323
H 3.0840 -0.9395 4.6022
H 2.7491 1.3300 4.1467
H 1.0290 1.7542 4.2059
H 1.8825 1.7198 2.6534
Cl 5.3350 -3.4660 -0.4944
C 4.4188 -2.0207 -0.1225
C 5.0646 -0.9242 0.3823
C 4.3624 0.2320 0.7130
I 5.3701 1.8665 1.5190
C 2.9670 0.3675 0.5525
O 2.2890 1.3592 0.8973
C 2.3201 -0.8028 -0.0447
N 0.9838 -0.7028 -0.2620
C 0.3151 -1.7447 -0.7091
C 0.9295 -2.9668 -1.0011
C 2.2783 -3.0888 -0.8268
C 3.0240 -1.9947 -0.3417
H 6.1346 -0.9653 0.5387
H -0.7455 -1.6038 -0.8642
H 0.3294 -3.7907 -1.3636
H 2.7873 -4.0174 -1.0467
C -6.1701 -3.1701 -0.7711
C -5.0642 -2.1598 -0.8855
C -4.1962 -2.1420 -1.9686
C -3.1798 -1.1980 -2.0135
N -2.9753 -0.2880 -1.0645
C -3.8198 -0.2976 -0.0337
C -4.8614 -1.2001 0.0996
H -6.1868 -3.8375 -1.6317
H -7.1409 -2.6767 -0.7016
H -6.0458 -3.7750 0.1285
H -4.3022 -2.8591 -2.7736
H -2.4914 -1.1781 -2.8514
H -3.6473 0.4477 0.7353
H -5.5001 -1.1574 0.9737
*
```

---

(2)
Entry from the Open Molecules 2025 dataset: a 2-piece molecular cluster, C4H14N2O2 overall (wB97M-V/def2-TZVPD).

Output
Relative energy (zero: lowest compared OMol25 entry of this formula, charge and spin), kcal per mole: 27.59
Highest occupied orbital energy, eV: -9.446
SMILES string: C[C@H](CN)NCO.O

```
! wB97M-V def2-TZVPD RIJCOSX def2/J DEFGRID3
* xyz 0 1
C -0.9571 1.6431 0.3737
N -2.2253 0.9785 -0.0473
C 0.3148 0.7654 0.1441
C 1.4463 1.7791 0.0692
N 0.4287 -0.1414 1.3149
C -0.1740 -1.4413 1.1330
O 0.2827 -2.1679 -0.0004
H -0.9290 1.8149 1.4458
H -0.9928 2.4831 -0.3351
H -3.0293 1.5324 0.2321
H -2.3973 0.1259 0.4753
H 0.2942 0.1266 -0.7452
H 2.4476 1.3565 0.2814
H 1.4388 2.1595 -0.9516
H 1.3926 2.5522 0.8373
H 1.4168 -0.2568 1.5158
H -1.2318 -1.3433 0.8502
H 0.0737 -2.0240 2.0305
H 1.1375 -2.5514 0.1557
H 0.1734 -2.1132 -2.2322
H 0.3705 -2.6208 -3.7164
O 0.7193 -2.6573 -2.8310
*
```

---

(3)
Entry from the Open Molecules 2025 dataset: C23H14CdIN7O5SSe as an isolated structure (wB97M-V/def2-TZVPD).

Output
Relative energy (zero: lowest compared OMol25 entry of this formula, charge and spin), kcal per mole: 0.63
Highest occupied orbital energy, eV: -1.937

```
! wB97M-V def2-TZVPD RIJCOSX def2/J DEFGRID3
* xyz -2 1
Cd -0.0243 -1.6617 -1.5081
C 1.9074 4.4300 -1.7215
C 2.9831 3.5030 -1.3067
N 4.2595 3.7188 -1.4084
N 4.8226 2.5758 -0.9087
C 3.9322 1.6509 -0.5122
S 4.1776 0.1499 0.1781
N 2.7397 2.2690 -0.7730
N 1.4662 1.7652 -0.4938
H 2.3077 5.4394 -1.7827
H 1.0868 4.3913 -1.0059
H 1.5239 4.1236 -2.6964
H 5.8156 2.4396 -0.9208
H 1.6004 0.9829 0.1532
H 1.1105 1.3425 -1.3524
O -3.5458 -6.8402 -2.3022
C -2.8688 -5.8404 -2.1698
C -1.3596 -5.7853 -2.1380
O -0.6098 -6.7443 -2.2331
C -1.0141 -4.3711 -1.9748
C -2.1985 -3.5866 -1.8993
O -2.1776 -2.3195 -1.7569
C -3.3829 -4.4314 -2.0139
O -4.5594 -4.0936 -1.9941
O 0.1535 -3.8694 -1.9081
N 1.5754 1.3402 8.1221
C 1.3909 0.9896 7.0410
C 1.1611 0.5545 5.6951
C -0.0686 -0.0034 5.3443
C -0.2907 -0.4174 4.0462
C 0.7056 -0.2867 3.0698
C 1.9402 0.2689 3.4373
C 2.1651 0.6862 4.7335
C 0.4739 -0.6986 1.7246
C 0.2860 -1.0532 0.5747
H -0.8431 -0.1094 6.0927
H -1.2403 -0.8529 3.7658
H 2.7157 0.3550 2.6854
H 3.1197 1.1149 5.0090
Se 2.4122 1.7300 -4.4686
C 1.6540 0.3479 -3.5861
N 1.1551 -0.5200 -2.9979
I -2.3297 -0.1448 -4.4482
C -2.8277 0.3746 -2.4876
C -4.1575 0.3171 -2.0931
C -4.4523 0.6598 -0.7878
C -3.4251 1.0539 0.0565
C -2.1352 1.0725 -0.4417
N -1.8358 0.7354 -1.6984
H -4.9176 -0.0177 -2.7825
H -5.4730 0.6049 -0.4303
H -3.6101 1.3190 1.0884
H -1.2941 1.3411 0.1851
*
```

---

The calculation returns the following LUMO level values, one per record and in order: 2.23 0.86 3.90 eV.
The calculation returns the following HOMO-LUMO gap values, one per record and in order: 6.5 10.3 5.8 eV.